{
  "formula": "C33H44Cl63INO3",
  "method": "ωB97M-V/def2-TZVPD",
  "s2": 0.75,
  "orbital_gap_ev": [8.943, 8.925],
  "spin_multiplicity": 2,
  "species": ["C", "C", "O", "C", "O", "C", "I", "C", "C", "C", "C", "N", "O", "C", "C", "C", "C", "H", "H", "H", "H", "H", "H", "H", "H", "H", "H", "H", "H", "H", "H", "H", "H", "H", "H", "H", "H", "H", "H", "H", "C", "Cl", "Cl", "Cl", "H", "C", "Cl", "Cl", "Cl", "H", "C", "Cl", "Cl", "Cl", "H", "C", "Cl", "Cl", "Cl", "H", "C", "Cl", "Cl", "Cl", "H", "C", "Cl", "Cl", "Cl", "H", "C", "Cl", "Cl", "Cl", "H", "C", "Cl", "Cl", "Cl", "H", "C", "Cl", "Cl", "Cl", "H", "C", "Cl", "Cl", "Cl", "H", "C", "Cl", "Cl", "Cl", "H", "C", "Cl", "Cl", "Cl", "H", "C", "Cl", "Cl", "Cl", "H", "C", "Cl", "Cl", "Cl", "H", "C", "Cl", "Cl", "Cl", "H", "C", "Cl", "Cl", "Cl", "H", "C", "Cl", "Cl", "Cl", "H", "C", "Cl", "Cl", "Cl", "H", "C", "Cl", "Cl", "Cl", "H", "C", "Cl", "Cl", "Cl", "H", "C", "Cl", "Cl", "Cl", "H"],
  "coordinates": [[-4.26, 1.90, -1.36], [-3.59, 2.41, -2.79], [-4.74, 2.95, -3.58], [-2.87, 1.15, -3.63], [-1.56, 1.54, -4.15], [-0.44, 1.01, -3.35], [1.39, 1.91, -4.26], [-0.42, 1.49, -1.78], [0.62, 0.67, -0.82], [1.61, 1.83, -0.13], [-0.24, 0.03, 0.43], [1.55, -0.29, -1.51], [2.31, -0.99, -0.62], [0.85, -1.26, -2.43], [0.21, -2.59, -1.67], [2.04, -1.88, -3.44], [-0.28, -0.61, -3.43], [-3.74, 2.39, -0.41], [-5.40, 2.15, -1.27], [-4.16, 0.73, -1.19], [-2.83, 3.26, -2.51], [-4.39, 3.25, -4.48], [-2.87, 0.25, -2.89], [-3.58, 0.95, -4.55], [-1.47, 1.46, -1.24], [-0.10, 2.64, -1.79], [1.01, 2.81, 0.15], [2.14, 1.41, 0.83], [2.45, 2.04, -0.94], [-1.25, -0.48, 0.04], [-0.59, 0.94, 1.12], [0.38, -0.69, 1.13], [-0.25, -3.27, -2.54], [1.06, -3.25, -1.16], [-0.69, -2.35, -0.96], [2.71, -2.61, -2.79], [1.57, -2.49, -4.34], [2.77, -1.02, -3.81], [-1.29, -1.21, -3.22], [0.00, -0.89, -4.55], [3.01, -5.84, -3.25], [1.47, -5.49, -2.44], [2.72, -6.53, -4.86], [3.99, -4.38, -3.37], [3.55, -6.58, -2.65], [-3.91, 2.42, 2.77], [-4.94, 1.02, 2.40], [-2.20, 1.95, 2.78], [-4.19, 3.73, 1.61], [-4.17, 2.78, 3.77], [-0.53, 3.20, 5.87], [-1.51, 4.54, 6.50], [1.11, 3.76, 5.47], [-0.46, 1.88, 7.05], [-1.00, 2.82, 4.96], [-5.54, 7.37, 3.21], [-4.27, 6.51, 4.11], [-4.84, 8.19, 1.80], [-6.82, 6.25, 2.71], [-5.97, 8.13, 3.87], [-8.60, -0.27, 2.74], [-10.03, -1.32, 2.66], [-8.10, -0.03, 4.42], [-7.27, -0.96, 1.79], [-8.86, 0.70, 2.31], [-10.54, -0.69, -0.98], [-9.40, -1.58, -2.00], [-9.79, 0.77, -0.33], [-12.01, -0.28, -1.89], [-10.83, -1.33, -0.14], [-2.90, -5.21, -2.15], [-2.45, -3.78, -3.09], [-1.47, -5.96, -1.43], [-4.09, -4.80, -0.90], [-3.36, -5.94, -2.83], [-1.83, -1.46, 5.02], [-3.12, -0.86, 6.08], [-2.52, -2.40, 3.68], [-0.85, -0.12, 4.40], [-1.18, -2.12, 5.60], [1.66, 7.71, 5.88], [-0.02, 7.27, 5.51], [2.03, 9.33, 5.26], [1.95, 7.63, 7.63], [2.32, 6.99, 5.39], [5.10, 9.11, 2.77], [4.73, 7.74, 3.83], [6.84, 9.16, 2.40], [4.15, 9.03, 1.28], [4.84, 10.04, 3.29], [6.67, -1.93, -5.63], [7.91, -3.18, -5.81], [5.51, -2.00, -6.97], [5.83, -2.09, -4.08], [7.16, -0.95, -5.66], [4.45, -0.33, 2.70], [3.47, 1.01, 3.32], [6.09, 0.23, 2.30], [4.52, -1.65, 3.88], [3.98, -0.70, 1.79], [9.98, 0.88, 2.19], [11.22, -0.37, 2.01], [8.82, 0.81, 0.85], [9.14, 0.72, 3.75], [10.47, 1.86, 2.17], [4.54, -7.22, -8.44], [5.44, -5.78, -7.95], [2.80, -6.87, -8.51], [5.11, -7.81, -10.01], [4.71, -8.00, -7.70], [4.85, 5.37, -0.03], [4.48, 4.00, 1.03], [6.59, 5.42, -0.40], [3.90, 5.29, -1.52], [4.59, 6.30, 0.50], [-0.24, -4.80, 7.56], [-0.17, -4.26, 5.87], [-0.81, -3.49, 8.61], [-1.30, -6.21, 7.71], [0.76, -5.08, 7.87], [7.41, -4.73, 4.30], [6.13, -4.13, 5.36], [6.72, -5.67, 2.96], [8.39, -3.39, 3.68], [8.06, -5.39, 4.88], [2.27, 9.06, -2.45], [4.02, 8.88, -2.21], [1.61, 7.64, -3.28], [1.46, 9.31, -0.90], [2.10, 9.94, -3.07], [9.34, -6.15, -10.02], [7.71, -6.82, -10.23], [9.28, -4.65, -9.08], [10.40, -7.33, -9.23], [9.75, -5.92, -11.00], [-13.27, -1.28, 4.87], [-14.80, -0.93, 5.68], [-13.56, -1.97, 3.26], [-12.28, 0.19, 4.75], [-12.72, -2.01, 5.47], [-6.46, -8.27, -0.84], [-7.44, -6.93, -0.22], [-4.83, -7.71, -1.24], [-6.39, -9.59, 0.34], [-6.93, -8.65, -1.75]],
  "mulliken_spin": [0.000, 0.000, 0.000, 0.000, 0.001, 0.003, 0.004, 0.005, 0.033, 0.010, 0.031, 0.286, 0.592, 0.026, 0.018, 0.016, -0.002, 0.000, 0.000, 0.000, 0.000, 0.000, 0.000, 0.000, -0.002, 0.002, -0.001, 0.002, -0.006, -0.002, -0.003, -0.007, -0.002, -0.002, 0.000, 0.001, -0.001, -0.003, 0.000, 0.000, 0.000, 0.000, 0.000, 0.000, 0.000, 0.000, 0.000, 0.000, 0.000, 0.000, 0.000, 0.000, 0.000, 0.000, 0.000, 0.000, 0.000, 0.000, 0.000, 0.000, 0.000, 0.000, 0.000, 0.000, 0.000, 0.000, 0.000, 0.000, 0.000, 0.000, 0.000, 0.000, 0.000, 0.000, 0.000, 0.000, 0.000, 0.000, 0.000, 0.000, 0.000, 0.000, 0.000, 0.000, 0.000, 0.000, 0.000, 0.000, 0.000, 0.000, 0.000, 0.000, 0.000, 0.000, 0.000, -0.002, 0.000, 0.000, 0.000, 0.003, 0.000, 0.000, 0.000, 0.000, 0.000, 0.000, 0.000, 0.000, 0.000, 0.000, 0.000, 0.000, 0.000, 0.000, 0.000, 0.000, 0.000, 0.000, 0.000, 0.000, 0.000, 0.000, 0.000, 0.000, 0.000, 0.000, 0.000, 0.000, 0.000, 0.000, 0.000, 0.000, 0.000, 0.000, 0.000, 0.000, 0.000, 0.000, 0.000, 0.000, 0.000, 0.000, 0.000, 0.000, 0.000]
}

***

{
  "formula": "C34H47F6IO5S",
  "method": "ωB97M-V/def2-TZVPD",
  "orbital_gap_ev": 8.351,
  "species": ["C", "C", "C", "I", "O", "C", "C", "C", "C", "F", "C", "C", "C", "C", "C", "O", "C", "C", "C", "C", "C", "C", "C", "F", "F", "C", "F", "F", "F", "O", "C", "S", "C", "O", "O", "H", "H", "H", "H", "H", "H", "H", "H", "H", "H", "H", "H", "H", "H", "H", "H", "H", "H", "H", "H", "H", "H", "H", "H", "H", "H", "H", "H", "H", "H", "H", "H", "H", "H", "H", "C", "C", "C", "C", "C", "C", "H", "H", "H", "H", "H", "H", "C", "C", "C", "C", "C", "C", "H", "H", "H", "H", "H", "H"],
  "coordinates": [[3.62, -0.63, 0.74], [2.54, -1.28, 0.08], [1.26, -2.10, -0.62], [0.51, -3.45, 0.94], [1.62, -2.81, -1.85], [2.77, -3.70, -1.69], [2.27, -5.19, -2.29], [2.02, -6.29, -1.07], [0.44, -6.82, -1.04], [0.23, -7.62, -2.30], [3.95, -3.19, -2.72], [5.15, -2.33, -2.01], [5.14, -0.84, -2.69], [6.55, 0.02, -2.41], [6.56, 0.31, -0.79], [7.68, 1.14, -0.32], [7.41, 1.46, 1.11], [7.72, 0.19, 2.13], [0.18, -0.88, -1.03], [-0.63, -0.49, 0.38], [-1.27, 1.05, 0.32], [-2.56, 1.26, 1.32], [-4.02, 1.21, 0.56], [-5.05, 1.15, 1.66], [-4.16, -0.07, -0.18], [-4.37, 2.56, -0.31], [-5.26, 3.44, 0.52], [-3.18, 3.40, -0.65], [-5.14, 2.24, -1.55], [1.02, 0.27, -1.32], [0.71, 0.95, -2.58], [-1.08, -1.39, -2.28], [-2.01, -2.96, -1.68], [-0.55, -1.78, -3.69], [-2.24, -0.36, -2.52], [4.56, -0.46, 1.45], [3.12, -3.91, -0.60], [3.05, -5.68, -3.00], [1.25, -5.04, -2.87], [2.72, -7.24, -1.23], [2.30, -5.88, -0.01], [-0.28, -5.88, -1.00], [0.30, -7.54, -0.12], [3.41, -2.47, -3.50], [4.45, -4.04, -3.36], [5.13, -2.35, -0.84], [6.18, -2.84, -2.34], [4.17, -0.21, -2.43], [5.11, -0.99, -3.87], [7.48, -0.56, -2.80], [6.48, 1.08, -2.96], [6.62, -0.74, -0.26], [5.57, 0.91, -0.55], [6.30, 1.79, 1.31], [8.08, 2.40, 1.41], [8.83, -0.20, 2.05], [7.42, 0.54, 3.22], [7.01, -0.73, 1.89], [0.15, -0.44, 1.29], [-1.54, -1.20, 0.60], [-1.49, 1.42, -0.77], [-0.41, 1.76, 0.74], [-2.45, 0.49, 2.20], [-2.42, 2.34, 1.81], [-0.37, 1.44, -2.64], [1.46, 1.89, -2.64], [0.97, 0.32, -3.56], [-2.26, -2.91, -0.53], [-2.94, -3.16, -2.38], [-1.25, -3.86, -1.87], [-7.60, 8.36, -1.42], [-6.67, 8.25, -0.38], [-6.03, 7.04, -0.14], [-6.32, 5.92, -0.92], [-7.26, 6.02, -1.95], [-7.89, 7.24, -2.20], [-8.09, 9.30, -1.62], [-6.44, 9.12, 0.23], [-5.30, 6.96, 0.67], [-5.82, 4.98, -0.73], [-7.49, 5.15, -2.56], [-8.62, 7.32, -3.00], [-3.88, -0.01, 4.68], [-3.27, -1.15, 5.20], [-2.81, -1.16, 6.52], [-2.97, -0.03, 7.32], [-3.57, 1.12, 6.80], [-4.03, 1.13, 5.48], [-4.24, -0.01, 3.66], [-3.14, -2.03, 4.58], [-2.34, -2.05, 6.93], [-2.61, -0.03, 8.35], [-3.68, 2.00, 7.42], [-4.50, 2.02, 5.07]],
  "lowdin_charge": [0.106, -0.060, -0.661, 1.035, -0.198, -0.296, -0.112, -0.194, -0.146, -0.158, -0.128, -0.210, -0.217, -0.157, -0.243, -0.213, -0.246, -0.115, -0.456, -0.177, -0.162, -0.076, -0.163, -0.030, 0.006, -0.123, 0.003, 0.026, 0.040, -0.205, -0.104, 0.798, -0.156, -0.379, -0.391, 0.070, 0.129, 0.113, 0.131, 0.123, 0.069, 0.077, 0.124, 0.134, 0.117, 0.087, 0.122, 0.116, 0.117, 0.118, 0.123, 0.109, 0.118, 0.112, 0.135, 0.087, 0.087, 0.062, 0.125, 0.081, 0.096, 0.137, 0.125, 0.150, 0.108, 0.122, 0.124, 0.049, 0.112, 0.063, -0.101, -0.101, -0.091, -0.089, -0.089, -0.099, 0.098, 0.098, 0.100, 0.067, 0.102, 0.099, -0.105, -0.097, -0.098, -0.097, -0.095, -0.089, 0.077, 0.099, 0.099, 0.100, 0.101, 0.103]
}

***

{
  "formula": "C26H23BrIrN2O3",
  "method": "ωB97M-V/def2-TZVPD",
  "s2": 6.01,
  "orbital_gap_ev": [5.484, 7.187],
  "spin_multiplicity": 5,
  "charge": -1,
  "species": ["Ir", "O", "C", "C", "C", "C", "C", "C", "C", "N", "C", "C", "N", "H", "H", "H", "H", "H", "H", "H", "C", "C", "C", "C", "C", "C", "C", "C", "C", "C", "H", "H", "H", "H", "H", "H", "H", "H", "H", "H", "H", "H", "Br", "C", "C", "C", "C", "C", "C", "C", "O", "O", "H", "H", "H", "H"],
  "coordinates": [[-0.16, -0.36, 0.08], [-0.89, 1.38, -0.91], [-0.28, 2.32, -1.56], [-1.04, 3.45, -1.96], [-0.50, 4.50, -2.65], [0.85, 4.51, -3.01], [1.62, 3.43, -2.64], [1.10, 2.34, -1.93], [2.00, 1.25, -1.57], [1.68, 0.00, -1.29], [2.85, -0.67, -1.01], [3.90, 0.18, -1.13], [3.35, 1.40, -1.48], [-2.09, 3.44, -1.68], [-1.14, 5.34, -2.93], [1.28, 5.33, -3.57], [2.66, 3.40, -2.95], [2.84, -1.71, -0.74], [4.96, 0.05, -0.98], [3.83, 2.28, -1.52], [-2.72, -1.71, -1.74], [-1.53, -2.67, -1.55], [-0.65, -2.54, -2.81], [-0.72, -2.26, -0.33], [-2.07, -4.08, -1.36], [-2.83, -4.37, -0.23], [-3.34, -5.64, 0.00], [-3.09, -6.67, -0.91], [-2.34, -6.40, -2.04], [-1.83, -5.12, -2.26], [-2.36, -0.68, -1.81], [-3.41, -1.76, -0.89], [-3.27, -1.95, -2.65], [-0.30, -1.51, -2.89], [-1.20, -2.79, -3.73], [0.23, -3.18, -2.75], [-0.34, -3.08, 0.28], [-3.01, -3.58, 0.49], [-3.92, -5.84, 0.89], [-3.49, -7.66, -0.73], [-2.13, -7.19, -2.75], [-1.23, -4.94, -3.14], [2.28, 2.08, 3.92], [1.05, 1.02, 4.90], [1.17, 1.09, 6.29], [0.30, 0.38, 7.10], [-0.71, -0.37, 6.52], [-0.83, -0.41, 5.14], [0.05, 0.27, 4.30], [-0.19, 0.10, 2.80], [-1.33, -0.21, 2.44], [0.82, 0.21, 2.04], [1.96, 1.69, 6.72], [0.41, 0.43, 8.17], [-1.41, -0.92, 7.14], [-1.62, -0.97, 4.66]],
  "mulliken_spin": [2.432, 0.114, 0.008, 0.014, 0.000, 0.008, -0.004, 0.006, 0.018, 0.030, 0.028, 0.016, 0.006, 0.000, 0.000, 0.001, 0.001, -0.013, 0.000, -0.001, 0.011, 0.026, 0.098, 1.029, -0.050, 0.043, 0.014, 0.003, 0.000, -0.003, -0.008, 0.009, -0.002, -0.053, 0.016, 0.025, 0.024, -0.005, 0.001, 0.000, 0.000, 0.000, 0.002, 0.006, -0.001, 0.002, -0.001, 0.006, -0.004, 0.008, 0.049, 0.089, 0.000, 0.000, 0.000, 0.000]
}

***

Quick rundown of E_tot, same order as above: -839570.4576 -81480.3168 -109338.4815 eV